Record 1
The following is a quantum chemistry calculation of one molecule with the formula C4H11NS in a non-equilibrium geometry, from the OMol25 dataset.

Computed properties:
E_LUMO ... 1.056 eV
2S+1 ... 1

Element x y z (Å)
C -1.361 -1.613 -0.101
C -1.171 -0.234 0.244
C 0.214 0.475 -0.433
C 0.365 1.938 -0.006
N 1.213 -0.273 0.258
S 2.803 -0.307 -0.245
H -0.301 -2.055 0.030
H -1.957 -2.137 0.656
H -1.842 -1.754 -1.128
H -1.986 0.442 -0.040
H -1.248 -0.067 1.297
H 0.168 0.528 -1.497
H 1.237 2.053 0.501
H 0.374 2.618 -0.931
H -0.401 2.202 0.692
H 1.110 -0.145 1.239
H 2.783 -1.670 -0.537

***

Record 2
The following is a quantum chemistry calculation of a 11-piece molecular cluster, C29H56Cl8N4O13 overall in a non-equilibrium geometry, from the OMol25 dataset.

Computed properties:
E_LUMO ... 0.114 eV
2S+1 ... 1

Element x y z (Å)
O -7.355 -1.261 14.639
C -8.045 -1.350 15.666
O -8.862 -0.422 16.144
C -9.421 -0.748 17.375
C -9.225 -2.274 17.421
O -8.267 -2.432 16.420
H -8.833 -0.235 18.136
H -10.460 -0.420 17.397
H -10.145 -2.784 17.135
H -8.833 -2.665 18.359
O -1.217 -2.626 6.189
C -2.219 -2.114 5.754
O -3.487 -2.323 6.180
C -4.350 -1.569 5.396
C -3.509 -0.679 4.540
O -2.249 -1.264 4.735
H -5.073 -2.213 4.894
H -4.952 -0.991 6.097
H -3.600 0.328 4.946
H -3.739 -0.638 3.475
O 4.743 0.835 12.615
C 4.125 0.423 11.627
O 2.895 -0.036 11.678
C 2.518 -0.421 10.374
C 3.439 0.348 9.431
O 4.527 0.485 10.286
H 2.705 -1.459 10.099
H 1.470 -0.176 10.198
H 3.032 1.331 9.192
H 3.611 -0.256 8.541
C -9.059 6.009 10.265
N -9.253 6.231 11.688
C -9.387 5.261 12.634
C -9.552 5.601 14.086
O -9.256 4.056 12.370
H -9.674 6.631 9.613
H -9.314 4.962 10.103
H -8.042 6.216 9.931
H -9.526 7.152 11.999
H -8.985 4.909 14.708
H -10.617 5.670 14.305
H -9.184 6.602 14.313
C -1.647 7.661 10.981
N -2.590 7.421 12.039
C -3.845 7.940 12.140
C -4.531 7.540 13.465
O -4.353 8.662 11.292
H -1.292 6.656 10.750
H -0.707 8.170 11.194
H -2.135 8.177 10.153
H -2.323 6.676 12.667
H -3.734 7.015 13.991
H -5.322 6.801 13.335
H -4.915 8.388 14.032
C -9.747 -1.064 8.787
N -10.389 -1.365 7.502
C -10.891 -2.570 7.136
C -11.494 -2.620 5.729
O -10.880 -3.556 7.851
H -10.037 -1.866 9.466
H -9.963 -0.053 9.132
H -8.662 -1.126 8.696
H -10.442 -0.618 6.825
H -11.596 -3.684 5.516
H -10.862 -2.069 5.032
H -12.510 -2.225 5.751
C -0.404 -8.026 11.308
N -1.204 -6.820 11.026
C -0.819 -5.616 11.432
C -1.752 -4.488 11.050
O 0.146 -5.318 12.061
H 0.596 -7.940 10.883
H -0.943 -8.750 10.696
H -0.331 -8.395 12.331
H -2.150 -6.892 10.681
H -2.730 -4.897 10.799
H -1.233 -4.058 10.193
H -1.892 -3.775 11.862
Cl 0.715 -0.099 19.382
C 0.935 0.042 17.632
C 0.018 -0.993 16.864
Cl -1.736 -0.883 17.256
H 1.971 -0.234 17.436
H 0.862 1.078 17.302
H 0.452 -1.980 17.024
H 0.195 -0.743 15.818
Cl 1.012 6.489 15.452
C 2.505 6.796 14.619
C 2.948 5.451 14.046
Cl 4.395 5.768 13.060
H 3.153 7.267 15.358
H 2.220 7.476 13.815
H 2.264 4.992 13.331
H 3.153 4.716 14.824
Cl -1.949 2.226 12.296
C -3.590 1.592 12.540
C -4.689 2.304 11.724
Cl -4.496 1.867 10.005
H -3.730 1.580 13.621
H -3.650 0.523 12.335
H -4.741 3.385 11.857
H -5.700 1.961 11.942
Cl -3.565 4.120 17.832
C -2.916 3.597 19.379
C -3.541 4.367 20.579
Cl -2.725 3.897 22.056
H -1.833 3.714 19.417
H -3.192 2.551 19.514
H -4.625 4.283 20.644
H -3.319 5.430 20.483

***

Record 3
The following is a quantum chemistry calculation of C16H22As2CoN4O4S3 as an isolated structure, from the OMol25 dataset.

Computed properties:
Net charge ... +1
E_LUMO (spin up / spin down) ... -2.320 / -5.000 eV
Expectation value of S² ... 6.0120
2S+1 ... 5

Element x y z (Å)
Co -2.501 1.283 0.408
O -0.911 0.174 3.638
S -1.545 0.572 2.414
O -2.801 1.384 2.547
O -0.675 1.422 1.520
O -1.938 -0.574 1.512
C -0.024 -3.040 -0.754
As 0.769 -1.278 -1.096
C 0.992 -1.429 -3.029
C 2.574 -1.712 -0.494
C 3.612 -2.167 -1.301
C 4.840 -2.491 -0.744
C 5.044 -2.382 0.624
C 4.019 -1.930 1.441
C 2.799 -1.579 0.869
As 1.417 -0.843 1.992
C 1.057 -2.154 3.354
C 2.182 0.711 2.820
H 0.718 -3.822 -0.911
H -0.851 -3.190 -1.444
H -0.415 -3.084 0.262
H 1.360 -2.418 -3.301
H 1.681 -0.666 -3.391
H 0.025 -1.269 -3.502
H 3.472 -2.272 -2.369
H 5.644 -2.835 -1.380
H 6.001 -2.641 1.056
H 4.192 -1.836 2.507
H 2.015 -2.625 3.583
H 0.359 -2.898 2.975
H 0.623 -1.651 4.212
H 3.007 0.352 3.438
H 1.425 1.201 3.423
H 2.546 1.376 2.041
N -2.960 4.271 1.992
C -2.934 4.302 0.662
N -2.874 3.207 -0.069
C -2.837 3.490 -1.423
C -2.897 4.801 -1.735
S -2.980 5.748 -0.284
C -2.743 2.311 -2.289
C -2.664 2.220 -3.632
S -2.611 0.558 -4.114
C -2.704 0.082 -2.462
N -2.767 1.087 -1.623
N -2.679 -1.208 -2.069
H -2.807 3.377 2.460
H -2.939 5.117 2.531
H -2.895 5.268 -2.703
H -2.646 3.007 -4.364
H -2.975 -1.924 -2.708
H -2.800 -1.404 -1.086

***

Record 4
The following is a quantum chemistry calculation of an isolated ion of composition C7H10N and charge +1 in a non-equilibrium geometry, from the OMol25 dataset.

Computed properties:
Net charge ... +1
E_LUMO (spin up / spin down) ... -4.196 / -7.956 eV
Expectation value of S² ... 2.0407
2S+1 ... 3

Element x y z (Å)
C 2.040 0.985 0.387
C 2.013 -0.305 0.144
C 3.314 0.358 -0.076
C -0.197 -1.057 -0.248
C 1.236 -1.361 -0.257
C -2.901 0.038 0.475
C -1.840 0.755 -0.427
N -0.537 0.155 -0.521
H 1.848 1.856 0.960
H 3.629 0.369 -1.227
H 4.168 0.418 0.580
H -0.845 -1.849 -0.026
H 1.622 -2.303 -0.348
H -3.747 0.556 0.776
H -3.280 -0.899 -0.141
H -2.612 -0.273 1.480
H -1.648 1.752 -0.170
H -2.262 0.804 -1.360

***

| no. | calculated total energy (hartree) |
| --- | --- |
| 1 | -611.8717 |
| 2 | -6017.2767 |
| 3 | -8191.5770 |
| 4 | -326.9669 |